(1)
{"formula": "C15H23N3O4S2", "method": "ωB97M-V/def2-TZVPD", "de_lowest_ev": 1.486, "mol_weight_g_mol": 373.5, "gap_ev": 9.07, "largest_force_ev_per_a": 3.98, "lumo_ev": 0.32, "species": ["C", "O", "C", "N", "C", "C", "C", "C", "C", "C", "O", "N", "C", "C", "O", "C", "S", "C", "S", "C", "C", "O", "C", "N", "H", "H", "H", "H", "H", "H", "H", "H", "H", "H", "H", "H", "H", "H", "H", "H", "H", "H", "H", "H", "H", "H", "H"], "coordinates": [[2.7013, -6.6089, -1.3425], [1.3730, -6.0914, -1.6427], [0.9397, -4.8950, -1.1441], [0.0109, -4.2785, -1.8409], [-0.4943, -3.1262, -1.4153], [-1.5227, -2.4198, -2.2078], [-0.0114, -2.5267, -0.2466], [-0.4393, -1.1766, 0.2294], [-0.7934, -0.9140, 1.5313], [-1.2660, 0.3798, 2.0068], [-1.8771, 0.3350, 3.0650], [-0.9817, 1.5154, 1.2944], [-1.5107, 2.8238, 1.6127], [-0.9977, 3.3823, 2.9310], [-1.6824, 2.7526, 4.0236], [-1.0123, 3.8261, 0.5558], [-1.1287, 3.1633, -1.1352], [-2.9056, 2.7211, -1.2775], [-3.1093, 0.9116, -1.3156], [-4.8310, 0.8458, -1.8809], [1.0605, -3.2112, 0.3946], [1.6892, -2.5936, 1.4285], [2.9522, -3.1423, 1.8797], [1.5011, -4.4171, -0.0571], [2.6896, -7.1869, -0.4177], [3.4421, -5.7987, -1.1976], [3.1032, -7.3072, -2.0934], [-1.3699, -1.3331, -2.2860], [-2.5081, -2.6092, -1.8026], [-1.4959, -2.7746, -3.2567], [-0.5133, -0.3975, -0.5095], [-0.7743, -1.7234, 2.2262], [-0.4469, 1.4227, 0.4329], [-2.5887, 2.7544, 1.6280], [-1.1347, 4.4594, 2.9753], [0.0811, 3.1902, 2.9778], [-1.7497, 1.7712, 3.8708], [-1.5919, 4.7255, 0.6594], [0.0084, 4.1202, 0.8050], [-3.5055, 3.1585, -0.5001], [-3.2769, 3.1161, -2.2553], [-5.2102, -0.1637, -1.7023], [-5.4676, 1.5876, -1.4237], [-4.7984, 1.0386, -2.9637], [3.6679, -3.1618, 1.0565], [2.7743, -4.1631, 2.2650], [3.3109, -2.4802, 2.6997]]}



(2)
{"formula": "C15H23N8O2S2W", "method": "ωB97M-V/def2-TZVPD", "multiplicity": 3, "de_lowest_ev": 0.433, "mol_weight_g_mol": 595.4, "charge": 3, "gap_ev": [7.51, 7.33], "s_squared": 2.01, "largest_force_ev_per_a": 2.29, "lumo_ev": [-9.62, -10.38], "species": ["W", "N", "C", "N", "C", "N", "C", "C", "N", "C", "C", "N", "H", "H", "H", "H", "H", "O", "N", "C", "C", "C", "C", "C", "S", "H", "H", "H", "H", "N", "C", "C", "N", "H", "H", "H", "H", "H", "H", "H", "H", "C", "S", "C", "O", "H", "H", "H", "H", "H", "H"], "coordinates": [[-0.1497, -0.0493, 0.2025], [-3.7563, -2.0393, -1.2696], [-3.2328, -0.9254, -0.7503], [-1.9142, -1.0936, -0.6051], [-1.7082, -2.3799, -1.0698], [-2.8200, -2.9475, -1.4712], [-0.3669, -2.8890, -1.0146], [0.0148, -4.1543, -1.4799], [1.2566, -4.5673, -1.3955], [2.1383, -3.7463, -0.8472], [1.7844, -2.4949, -0.3603], [0.5203, -2.0218, -0.4360], [-4.7237, -2.2543, -1.5033], [-3.7869, -0.0435, -0.4945], [-0.7149, -4.8263, -1.9119], [3.1581, -4.1019, -0.7850], [2.5444, -1.8853, 0.1062], [1.4512, -0.0324, 1.4132], [2.7198, 0.2272, 1.0256], [3.7200, 0.0305, 1.9082], [5.0201, 0.2805, 1.5528], [5.2976, 0.7569, 0.2652], [4.2547, 0.9828, -0.6117], [2.9412, 0.7076, -0.2239], [1.5665, 0.9512, -1.2536], [3.4231, -0.3328, 2.8819], [5.8092, 0.1094, 2.2700], [6.3187, 0.9433, -0.0346], [4.4283, 1.3695, -1.6051], [-1.1405, -0.7990, 2.1766], [-1.7203, 0.3724, 2.8777], [-0.6744, 1.4799, 2.8934], [-0.4143, 1.8835, 1.4922], [-1.8579, -1.5267, 2.1210], [-0.4035, -1.1860, 2.7821], [-2.0187, 0.1239, 3.9017], [-2.6104, 0.7022, 2.3284], [0.2582, 1.1041, 3.3334], [-1.0201, 2.3224, 3.5013], [0.3962, 2.5122, 1.4797], [-1.2119, 2.4445, 1.1699], [-1.8549, 3.8832, -1.6737], [-1.3335, 2.2432, -2.2489], [-2.8618, 1.7704, -3.1073], [-1.4204, 1.4097, -0.9309], [-2.0445, 4.5070, -2.5418], [-1.0420, 4.3281, -1.1061], [-2.7558, 3.8177, -1.0709], [-2.9960, 2.4273, -3.9619], [-3.7199, 1.8555, -2.4484], [-2.7493, 0.7530, -3.4723]]}



(3)
{"formula": "C15H24AsBr2N4O2SV", "method": "ωB97M-V/def2-TZVPD", "multiplicity": 2, "de_lowest_ev": 1.097, "mol_weight_g_mol": 610.1, "charge": 3, "gap_ev": [5.97, 6.81], "s_squared": 0.82, "largest_force_ev_per_a": 4.12, "lumo_ev": [-10.77, -9.95], "species": ["V", "Br", "C", "C", "C", "Br", "C", "C", "C", "C", "N", "C", "C", "O", "H", "H", "H", "H", "N", "N", "H", "H", "H", "H", "C", "As", "C", "C", "S", "H", "H", "H", "H", "H", "H", "H", "H", "H", "C", "N", "C", "C", "O", "H", "H", "H", "H", "H", "H", "H"], "coordinates": [[0.8459, 0.5155, 0.1685], [-2.1411, -3.1745, 0.2797], [-1.5463, -2.2335, 1.7996], [-1.9453, -2.5779, 3.0906], [-1.4939, -1.8780, 4.1980], [-2.0372, -2.4210, 5.9190], [-0.6244, -0.7517, 4.0457], [-0.1112, 0.0510, 5.0797], [0.7250, 1.0994, 4.7579], [1.0666, 1.3340, 3.4234], [0.6091, 0.6011, 2.4194], [-0.2329, -0.4072, 2.7315], [-0.6780, -1.1577, 1.6044], [-0.1587, -0.7140, 0.5059], [-2.6147, -3.4121, 3.2287], [-0.3707, -0.1537, 6.1074], [1.1266, 1.7427, 5.5260], [1.7306, 2.1564, 3.1903], [2.1940, 1.9440, 0.3842], [2.8878, 0.7306, 0.4440], [2.3488, 2.4439, -0.5013], [2.4231, 2.6067, 1.1366], [3.2231, 0.5253, 1.3933], [3.6859, 0.6570, -0.1997], [-3.1834, 3.4518, -1.8028], [-1.8224, 2.0727, -1.8732], [-0.6130, 2.5468, -3.3328], [-2.6596, 0.3222, -2.1142], [-0.7741, 2.2098, 0.0200], [-3.7047, 3.5034, -2.7630], [-2.7083, 4.4176, -1.6010], [-3.9092, 3.2360, -1.0137], [-1.0694, 2.2555, -4.2804], [0.3578, 2.0613, -3.2303], [-0.4820, 3.6326, -3.3312], [-3.1318, 0.2750, -3.0989], [-3.4356, 0.2136, -1.3509], [-1.9242, -0.4818, -2.0137], [1.9931, -2.9114, -3.5420], [1.6648, -2.0693, -2.4152], [1.4915, -2.7825, -1.1719], [1.5213, -0.7773, -2.5435], [1.1759, 0.0609, -1.6661], [2.8513, -3.5357, -3.2929], [2.2274, -2.3329, -4.4307], [1.1495, -3.5685, -3.7682], [2.2560, -3.5549, -1.0894], [0.5156, -3.2735, -1.1523], [1.5790, -2.1017, -0.3217], [1.7224, -0.3957, -3.5533]]}



(4)
{"formula": "C15H24BBiN7O2", "method": "ωB97M-V/def2-TZVPD", "de_lowest_ev": 0.947, "mol_weight_g_mol": 554.2, "charge": 1, "gap_ev": 8.24, "largest_force_ev_per_a": 0.13, "lumo_ev": -3.17, "species": ["Bi", "B", "N", "C", "C", "C", "N", "N", "C", "C", "C", "N", "H", "H", "H", "H", "H", "H", "H", "H", "C", "C", "N", "O", "C", "C", "N", "O", "H", "H", "H", "H", "H", "H", "H", "C", "C", "C", "C", "C", "N", "H", "H", "H", "H", "H", "H", "H", "H", "H"], "coordinates": [[0.4544, -1.2951, 0.9572], [2.8519, -0.7027, 2.8998], [1.5721, -0.2304, 3.6509], [1.3969, 0.3794, 4.8208], [0.0442, 0.6469, 4.9915], [-0.5587, 0.1650, 3.8417], [0.3744, -0.3689, 3.0400], [3.0332, 0.2378, 1.6798], [3.9666, 1.1426, 1.3903], [3.6315, 1.7697, 0.1977], [2.4364, 1.1847, -0.1907], [2.0848, 0.2614, 0.7137], [3.8083, -0.6759, 3.6137], [2.6053, -1.8215, 2.4642], [2.2394, 0.5786, 5.4620], [-0.4305, 1.1234, 5.8305], [-1.5965, 0.1662, 3.5553], [4.8107, 1.2781, 2.0458], [4.1768, 2.5449, -0.3103], [1.7987, 1.3781, -1.0340], [-4.2752, -1.1051, 1.4576], [-2.8050, -0.9712, 1.2200], [-1.9394, -1.7629, 1.7343], [-2.4785, -2.7798, 2.5042], [-2.3019, 0.1224, 0.3753], [-3.2217, 1.0970, -0.2831], [-1.0136, 0.2594, 0.2108], [-0.5091, 1.1979, -0.4720], [-4.4689, -1.6825, 2.3554], [-4.7372, -1.6261, 0.6157], [-4.7407, -0.1254, 1.5395], [-1.7252, -3.1826, 2.9536], [-4.1685, 0.6295, -0.5450], [-2.7396, 1.4851, -1.1776], [-3.4281, 1.9523, 0.3658], [1.1794, -0.9843, -5.0632], [0.4132, -0.1802, -4.0051], [1.0019, 1.2307, -3.8510], [-1.0816, -0.1030, -4.3506], [0.5375, -0.8561, -2.7074], [0.6103, -1.3591, -1.6788], [1.0808, -0.4764, -6.0224], [0.7763, -1.9918, -5.1622], [2.2387, -1.0539, -4.8175], [0.8930, 1.7592, -4.7978], [2.0637, 1.1882, -3.6050], [0.4771, 1.7877, -3.0740], [-1.1932, 0.4160, -5.3025], [-1.6293, 0.4505, -3.5876], [-1.5153, -1.0980, -4.4491]]}



(5)
{"formula": "C15H24Br2N2O2S2", "method": "ωB97M-V/def2-TZVPD", "mol_weight_g_mol": 488.3, "gap_ev": 8.00, "largest_force_ev_per_a": 3.37, "lumo_ev": -0.09, "species": ["C", "C", "C", "C", "N", "C", "C", "C", "C", "N", "C", "S", "O", "O", "C", "C", "C", "Br", "C", "Br", "S", "C", "C", "H", "H", "H", "H", "H", "H", "H", "H", "H", "H", "H", "H", "H", "H", "H", "H", "H", "H", "H", "H", "H", "H", "H", "H"], "coordinates": [[-2.2006, -3.5903, -4.5567], [-1.0805, -3.1584, -3.5848], [-0.4548, -1.8126, -4.0429], [0.5820, -1.3085, -3.0189], [-0.0566, -1.1385, -1.6878], [-0.9127, 0.0352, -1.4042], [-0.9402, 0.5349, 0.0559], [0.4560, 0.7357, 0.6478], [1.2910, 1.7778, -0.1041], [0.4079, 1.0720, 2.0887], [0.2858, -0.0178, 3.0830], [-0.2799, 2.5619, 2.6507], [-0.4713, 3.5291, 1.5331], [-1.4811, 2.2623, 3.3790], [1.0262, 3.1862, 3.7305], [1.0350, 3.3426, 5.0935], [2.3447, 3.7142, 5.6025], [2.6772, 4.1758, 7.4472], [3.2981, 3.8038, 4.6014], [5.0986, 4.4481, 4.9380], [2.5972, 3.4475, 3.0097], [-0.6465, -2.4226, -1.1823], [-1.6556, -3.0286, -2.1770], [-2.9122, -2.7897, -4.7039], [-2.7133, -4.4394, -4.1356], [-1.7939, -3.8747, -5.5352], [-0.3219, -3.9258, -3.5426], [-1.2142, -1.0828, -4.1612], [0.0757, -1.9076, -4.9792], [1.4177, -2.0468, -2.9888], [1.0045, -0.3505, -3.3778], [-0.5614, 0.8659, -2.0087], [-1.9468, -0.1914, -1.6911], [-1.4498, -0.2220, 0.6471], [-1.5679, 1.4277, 0.1266], [0.9919, -0.1951, 0.5578], [0.6789, 2.6386, -0.3777], [2.1616, 2.1436, 0.4936], [1.7049, 1.3142, -1.0182], [1.0132, -0.7726, 2.8644], [0.4503, 0.3473, 4.1140], [-0.7482, -0.4508, 3.0639], [0.1700, 3.1703, 5.7150], [0.1898, -3.1482, -1.0299], [-1.1385, -2.2084, -0.2105], [-2.5228, -2.4387, -2.1560], [-1.8872, -4.0129, -1.7687]]}



(6)
{"formula": "C15H24Br8FN2", "method": "ωB97M-V/def2-TZVPD", "mol_weight_g_mol": 890.6, "charge": 1, "gap_ev": 6.84, "largest_force_ev_per_a": 6.16, "lumo_ev": -4.74, "species": ["N", "C", "C", "C", "C", "C", "C", "C", "N", "F", "H", "H", "H", "H", "H", "H", "H", "H", "Br", "C", "C", "Br", "H", "H", "H", "H", "Br", "C", "C", "Br", "H", "H", "H", "H", "Br", "C", "C", "Br", "H", "H", "H", "H", "Br", "C", "C", "Br", "H", "H", "H", "H"], "coordinates": [[-0.3204, 6.6484, 3.9569], [0.0668, 5.7496, 3.0474], [0.5446, 4.3072, 3.5647], [0.3125, 3.1062, 2.5335], [1.4518, 2.0141, 2.4545], [1.3468, 0.7417, 1.5161], [0.0202, 0.6386, 0.6407], [-1.0481, 1.7797, 0.7906], [-0.8472, 2.9194, 1.7005], [-1.8663, 3.8058, 1.7481], [-0.2295, 6.1678, 4.8835], [0.0789, 6.0787, 1.9417], [1.6897, 4.3749, 3.7286], [0.0773, 3.9978, 4.5812], [2.3959, 2.1111, 3.0892], [2.1890, -0.0330, 1.5286], [-0.0960, -0.2571, -0.0608], [-1.9992, 1.6550, 0.1550], [1.9761, -1.7996, 0.1679], [3.3472, -3.1750, -0.0407], [3.3535, -3.7350, -1.4418], [1.8730, -4.9727, -1.7127], [3.1605, -3.9282, 0.7250], [4.2906, -2.6697, 0.1753], [4.2541, -4.3263, -1.6151], [3.2734, -2.9691, -2.2136], [-0.4392, -1.2883, 1.7367], [-0.6203, -2.7932, 2.9727], [-1.6445, -3.7867, 2.4805], [-3.4575, -3.1397, 2.7839], [-0.8592, -2.3746, 3.9507], [0.3716, -3.2500, 3.0100], [-1.5770, -4.7190, 3.0440], [-1.5580, -4.0042, 1.4154], [-4.1336, 7.9757, -1.5719], [-3.9546, 6.0509, -1.8157], [-3.0304, 5.4524, -0.7840], [-1.1630, 5.8200, -1.2097], [-3.6203, 5.8892, -2.8407], [-4.9655, 5.6551, -1.7010], [-3.1122, 4.3640, -0.7804], [-3.2072, 5.8290, 0.2239], [0.4341, -4.0916, -6.1929], [0.4245, -6.0339, -6.3608], [1.2821, -6.6791, -5.3004], [3.1771, -6.5138, -5.7259], [0.7445, -6.2674, -7.3763], [-0.6207, -6.3239, -6.2382], [1.0940, -7.7532, -5.2553], [1.1399, -6.2480, -4.3093]]}